This record from OMol25 describes a cluster of 3 separate species, C5H11N in total. The level of theory is ωB97M-V with the def2-TZVPD basis set.

**Highest occupied orbital energy**: -9.92 eV
**Energy above the lowest of the compared OMol25 structures with the same formula, charge and spin**: 379.8 kJ/mol
**Strongest force on any atom**: 0.01042 Eh/bohr
**LUMO level**: 0.044 hartree
**E_tot**: -6849.5924 eV
**Charge**: 0
**Gap between HOMO and LUMO**: 11.12 eV

CARTESIAN COORDINATES (ANGSTROEM)
1 C -1.73058 -1.53199 0.71049
2 C -0.46747 -0.73877 0.94181
3 C -0.15721 -0.08941 2.19746
4 N -0.59421 0.72340 1.34711
5 H -1.56367 -2.59893 0.89943
6 H -2.07125 -1.42364 -0.32576
7 H -2.53172 -1.18613 1.37137
8 H 0.35016 -0.94652 0.24845
9 H 0.18268 -0.08450 3.22698
10 H 2.49726 0.17715 0.01456
11 H 2.81938 -0.04910 0.64715
12 C 0.40760 0.81214 -2.27934
13 C 0.79728 1.77105 -1.44527
14 H -0.43198 0.16183 -2.04070
15 H 0.89912 0.64166 -3.23450
16 H 1.63191 2.42689 -1.68471
17 H 0.29678 1.93021 -0.49260